{
  "formula": "C5H9N4S",
  "method": "the ωB97M-V functional and the def2-TZVPD basis",
  "homo_energy_ev": [-11.782, -11.783],
  "gap_ev": [6.4, 6.4],
  "multiplicity": 1,
  "energy_ha": -812.76681,
  "total_charge": 1,
  "elements": ["S", "N", "N", "N", "N", "C", "C", "C", "C", "C", "H", "H", "H", "H", "H", "H", "H", "H", "H"],
  "xyz": [[0.95, 1.59, 2.11], [0.20, 1.22, -2.28], [0.73, 2.66, -0.56], [0.41, -0.70, 3.35], [0.09, 0.04, 2.30], [0.54, 1.64, 0.24], [-0.03, -0.62, 0.99], [-0.01, 0.02, -1.49], [-0.31, 0.47, -0.05], [0.38, 2.45, -1.80], [-1.44, 0.65, 0.22], [0.29, 3.20, -2.43], [0.17, -0.24, 4.19], [-0.20, 1.25, -3.21], [0.89, -0.47, -1.59], [1.12, -1.43, 3.25], [0.86, -1.21, 0.85], [-0.78, -0.71, -1.74], [-0.72, -1.35, 0.97]]
}

{
  "formula": "C5H9NO",
  "method": "the ωB97M-V functional and the def2-TZVPD basis",
  "homo_energy_ev": -8.870,
  "gap_ev": 9.5,
  "multiplicity": 1,
  "energy_ha": -325.78704,
  "smiles": "C=C=NC.CC=O",
  "elements": ["O", "N", "C", "C", "C", "C", "C", "H", "H", "H", "H", "H", "H", "H", "H", "H"],
  "xyz": [[-1.77, -0.69, -0.98], [0.30, -0.11, 0.83], [1.18, -0.31, -0.05], [-0.27, -1.12, 1.69], [-1.00, 0.23, -0.96], [2.38, -0.53, -0.52], [-1.30, 1.68, -0.75], [-1.52, 2.14, -1.72], [0.12, 0.10, -1.42], [-0.44, 2.18, -0.31], [3.24, -0.48, 0.13], [2.55, -0.77, -1.56], [0.39, -1.98, 1.81], [-0.49, -0.68, 2.66], [-1.22, -1.46, 1.24], [-2.15, 1.79, -0.08]]
}